150
Properties=species:S:1:pos:R:3:forces:R:3 method="wB97M-V/def2-TZVPD" multiplicity=1 relative_energy_ev=0.000 max_force_ev_per_a=2.0 orbital_gap_ev=5.9158 homo_energy_ha=-0.081 total_charge=-2
Y 0.2690 0.0604 0.8852 0.3 -0.1 1.5
C 0.5706 -2.0059 4.2645 0.2 0.2 -0.1
N -0.3787 -1.7339 3.1949 -0.2 0.0 -0.3
C -0.5465 -2.8867 2.3181 0.2 0.0 -0.1
C 0.7798 -3.3295 1.7044 0.1 0.0 -0.1
N 1.5776 -2.1801 1.3490 -0.7 0.8 -0.1
C 2.8759 -2.1392 1.6071 0.6 0.0 0.0
C 3.6433 -1.1341 0.9430 -0.1 -0.2 0.0
F 2.9771 -0.3567 0.0685 -0.1 0.2 -0.1
C 4.9813 -0.9028 1.1189 0.0 -0.1 0.1
F 5.5990 0.0704 0.4387 0.1 0.1 -0.1
C 5.7179 -1.6930 1.9904 -0.1 -0.1 0.0
F 7.0367 -1.4828 2.1919 0.1 0.0 0.0
C 5.0477 -2.7016 2.6494 0.1 0.1 -0.1
F 5.7282 -3.4781 3.5109 0.1 -0.1 0.1
C 3.6991 -2.9333 2.4618 -0.2 0.1 -0.1
F 3.1941 -3.9696 3.1893 -0.1 0.0 0.0
C -1.6639 -1.3214 3.7296 -0.1 0.2 0.2
C -1.7055 0.1386 4.1351 0.1 0.1 0.0
N -1.4503 0.9891 2.9937 0.3 -0.3 -0.4
C -1.8870 2.2316 3.0101 -0.2 0.4 0.1
C -2.5958 2.9585 4.0275 0.1 -0.2 -0.2
F -2.8227 2.4177 5.2558 0.0 -0.1 0.1
C -3.0387 4.2545 3.8742 0.0 0.0 -0.3
F -3.6910 4.8472 4.8890 -0.1 0.1 0.1
C -2.8308 4.9672 2.7082 0.0 -0.1 0.1
F -3.2929 6.2305 2.5653 0.0 0.1 0.0
C -2.1234 4.3349 1.6968 0.0 0.0 0.1
F -1.9059 4.9867 0.5480 0.0 0.0 -0.1
C -1.6810 3.0485 1.8553 0.1 0.0 0.3
F -1.0159 2.4913 0.8181 0.2 -0.3 -0.2
H 0.3662 -2.9739 4.7502 -0.1 0.0 0.0
H 0.5062 -1.2190 5.0152 0.0 0.0 0.0
H 1.5869 -2.0113 3.8765 0.0 0.0 0.0
H -1.2393 -2.5958 1.5181 -0.1 0.0 0.1
H -0.9884 -3.7443 2.8572 -0.1 0.0 0.0
H 0.5416 -3.8859 0.7849 0.0 -0.1 0.1
H 1.2798 -4.0198 2.3807 0.0 0.0 0.0
H -1.9559 -1.9415 4.5963 0.0 -0.1 0.0
H -2.4084 -1.4648 2.9544 -0.1 -0.1 -0.1
H -0.9676 0.3179 4.9302 -0.1 0.0 0.1
H -2.6941 0.3022 4.5765 0.0 0.0 0.0
C 3.9449 2.7513 -0.4050 -0.2 0.1 0.0
Si 2.2082 3.1828 -1.0209 0.3 0.1 0.4
C 1.5013 4.5479 0.0944 0.2 -0.2 -0.1
C 2.5739 3.9806 -2.7233 -0.2 -0.2 0.1
N 1.1992 1.8027 -0.9598 -0.4 -0.2 0.0
P 0.1162 1.1991 -1.9695 -1.0 -0.6 0.3
C -0.6343 -0.2378 -1.3519 1.5 -0.2 -1.2
P -0.0124 -1.6800 -2.0824 -0.8 0.3 0.2
N 1.4193 -2.2593 -1.8036 0.1 -0.2 -0.6
Si 2.6896 -3.2044 -2.3709 0.0 0.0 0.1
C 3.4293 -4.3149 -1.0226 0.0 0.2 -0.1
C 4.1105 -2.1447 -3.0633 -0.1 -0.1 0.1
C 2.2974 -4.4645 -3.7638 -0.1 0.1 0.1
C -1.2709 -2.9801 -1.6789 0.1 -0.1 0.0
C -2.5048 -2.6880 -1.1105 0.0 0.0 -0.1
C -3.4504 -3.6904 -0.9210 -0.1 -0.2 -0.1
C -3.1716 -4.9964 -1.2983 0.0 0.0 0.0
C -1.9403 -5.2976 -1.8669 0.0 -0.1 0.0
C -1.0026 -4.2948 -2.0570 0.0 0.0 0.1
C -0.3771 -1.6798 -3.9041 0.2 0.0 0.0
C -1.6824 -1.5289 -4.3674 0.0 0.1 0.0
C -1.9574 -1.5528 -5.7257 -0.1 0.0 0.0
C -0.9296 -1.7301 -6.6434 0.0 0.0 0.0
C 0.3739 -1.8728 -6.1935 0.0 0.0 -0.1
C 0.6429 -1.8464 -4.8322 -0.1 0.1 0.1
C 0.8393 1.1982 -3.6588 0.2 0.0 0.1
C 2.2014 0.9160 -3.7479 -0.1 0.0 0.0
C 2.8548 0.9806 -4.9678 0.0 -0.1 0.0
C 2.1496 1.3268 -6.1119 0.0 0.0 0.0
C 0.7890 1.5908 -6.0341 0.0 0.0 0.0
C 0.1350 1.5284 -4.8125 0.0 0.0 0.0
C -1.2839 2.3756 -2.2580 0.1 0.0 0.0
C -2.5897 1.9022 -2.3030 0.0 0.0 0.0
C -3.6492 2.7652 -2.5559 -0.1 0.0 0.0
C -3.4166 4.1170 -2.7620 0.0 0.0 0.0
C -2.1156 4.6001 -2.7186 0.0 0.1 0.0
C -1.0623 3.7340 -2.4732 0.0 -0.1 0.0
H 4.5773 3.6456 -0.4034 0.0 0.0 0.0
H 3.9351 2.3431 0.6063 0.0 0.0 0.0
H 4.4116 2.0074 -1.0554 0.0 0.0 0.0
H 1.3001 4.1435 1.0900 0.0 0.0 0.0
H 2.2075 5.3773 0.2020 0.0 0.0 0.0
H 0.5600 4.9463 -0.2891 0.0 0.0 0.0
H 2.8610 5.0271 -2.5835 0.0 0.0 0.1
H 3.4069 3.4661 -3.2072 0.0 0.0 0.0
H 1.7380 3.9507 -3.4253 0.0 0.0 0.0
H 4.1738 -3.7816 -0.4285 0.0 0.0 0.1
H 2.6536 -4.6714 -0.3414 0.0 0.0 0.0
H 3.9177 -5.1885 -1.4657 0.0 0.0 0.0
H 4.3325 -1.3160 -2.3852 0.0 0.0 0.0
H 5.0235 -2.7363 -3.1828 0.0 0.0 0.0
H 3.8598 -1.7181 -4.0392 0.0 0.0 0.0
H 1.8369 -5.3677 -3.3520 0.0 0.0 0.0
H 1.6238 -4.0599 -4.5231 0.1 -0.2 0.1
H 3.2211 -4.7715 -4.2646 0.1 0.0 0.0
H -2.7137 -1.6620 -0.8368 0.1 0.0 0.0
H -4.4166 -3.4553 -0.4870 0.0 -0.1 -0.2
H -3.9110 -5.7757 -1.1514 0.0 0.0 0.0
H -1.7177 -6.3156 -2.1668 0.0 0.0 0.0
H -0.0431 -4.5184 -2.5088 0.0 0.0 0.0
H -2.4858 -1.3858 -3.6535 0.0 0.0 0.0
H -2.9771 -1.4424 -6.0783 0.0 0.0 0.0
H -1.1459 -1.7500 -7.7058 0.0 0.0 0.0
H 1.1819 -2.0055 -6.9040 0.0 0.0 0.0
H 1.6564 -1.9486 -4.4707 0.0 0.1 -0.1
H 2.7307 0.6542 -2.8373 0.1 0.0 -0.1
H 3.9156 0.7652 -5.0286 0.0 0.0 0.0
H 2.6608 1.3868 -7.0662 0.0 0.0 0.0
H 0.2333 1.8502 -6.9278 0.0 0.0 0.0
H -0.9256 1.7390 -4.7515 0.0 0.0 0.0
H -2.7505 0.8425 -2.1332 0.0 0.0 0.0
H -4.6647 2.3844 -2.5875 0.0 0.0 0.0
H -4.2440 4.7907 -2.9519 0.0 0.0 0.0
H -1.9232 5.6557 -2.8720 0.0 0.0 0.0
H -0.0528 4.1177 -2.4393 0.0 0.1 0.0
C -4.2949 1.5813 0.9635 0.0 0.0 0.0
C -3.8493 0.1638 1.2077 0.1 0.4 -0.2
O -2.7527 -0.2230 0.8703 -0.2 -0.2 0.1
C -4.8155 -0.7517 1.8780 -0.3 -0.5 0.2
C -4.6477 -2.1318 1.7436 0.2 0.2 0.0
C -5.5206 -3.0156 2.3507 -0.1 -0.1 0.1
C -6.5855 -2.5376 3.1035 0.1 0.1 0.0
C -6.7618 -1.1683 3.2447 -0.1 -0.1 0.1
C -5.8874 -0.2823 2.6367 0.1 0.1 -0.1
H -3.5674 2.0857 0.3347 0.0 0.0 0.0
H -4.3582 2.1127 1.9171 0.0 0.0 0.0
H -5.2775 1.6047 0.4884 0.0 0.0 0.0
H -3.8287 -2.5007 1.1392 0.0 0.1 0.3
H -5.3659 -4.0824 2.2450 0.0 0.0 0.0
H -7.2708 -3.2285 3.5784 0.0 0.0 0.0
H -7.5836 -0.7881 3.8391 0.0 0.0 0.0
H -6.0317 0.7805 2.7812 0.0 0.0 -0.1
C 0.5859 2.9634 5.0845 0.0 -0.2 -0.2
Ge 2.0562 2.2099 3.9809 0.4 0.1 0.1
C 3.1956 3.8209 3.6400 -0.1 -0.1 0.0
C 3.1341 1.1571 5.2940 -0.2 0.1 -0.2
C 1.8311 1.2400 2.3114 0.0 0.4 0.5
H 1.0236 3.4510 5.9592 0.1 0.0 0.0
H -0.1090 2.2009 5.4361 0.0 0.0 0.0
H 0.0177 3.7087 4.5263 0.0 0.0 0.0
H 3.6426 4.2123 4.5582 0.0 0.0 0.0
H 2.6079 4.6185 3.1782 0.0 0.0 0.0
H 4.0010 3.5623 2.9488 0.0 0.0 0.0
H 3.4150 1.7968 6.1345 0.0 0.0 0.0
H 4.0481 0.7922 4.8202 0.0 0.0 0.0
H 2.5879 0.2957 5.6854 0.0 0.0 0.0
H 2.6870 0.5520 2.3705 0.1 0.0 -0.1
H 2.1082 1.9986 1.5700 0.1 0.0 0.0